{
  "formula": "C3H4N2O",
  "method": "ωB97M-V/def2-TZVPD",
  "energy_ha": -301.2889,
  "homo_energy_ev": -7.9,
  "orbital_gap_ev": 7.95,
  "e_above_lowest_kcal_mol": 124.5,
  "spin_multiplicity": 1,
  "e_lumo_ev": 0.00,
  "species": ["N", "C", "O", "C", "C", "N", "H", "H", "H", "H"],
  "xyz": [[2.273, -0.029, 0.171], [1.023, -0.058, 0.111], [0.309, 0.822, -0.578], [-1.103, 0.743, -0.616], [-1.606, -0.427, 0.208], [-0.774, -1.116, 0.767], [2.676, -0.770, 0.737], [0.132, -1.457, 1.075], [-1.416, 0.617, -1.656], [-1.514, 1.674, -0.219]],
  "mulliken_charge": [-0.549, 0.168, -0.297, -0.138, -0.220, -0.140, 0.243, 0.353, 0.289, 0.290]
}


{
  "formula": "CH4N4OP",
  "method": "ωB97M-V/def2-TZVPD",
  "energy_ha": -675.7331,
  "smiles": "O=[PH2]c1nn[nH][nH+]1",
  "homo_energy_ev": -14.8,
  "orbital_gap_ev": 8.79,
  "e_above_lowest_kcal_mol": 26.0,
  "charge": 1,
  "spin_multiplicity": 1,
  "e_lumo_ev": -6.01,
  "species": ["O", "P", "C", "N", "N", "N", "N", "H", "H", "H", "H"],
  "xyz": [[-1.682, -1.477, 1.541], [-0.157, -1.338, 1.366], [0.064, 0.223, 0.290], [0.230, 1.591, 0.706], [0.309, 2.224, -0.471], [0.178, 1.413, -1.494], [0.034, 0.115, -1.124], [0.497, -1.200, 2.642], [0.415, -2.499, 0.737], [0.180, 1.673, -2.490], [-0.070, -0.726, -1.704]],
  "mulliken_charge": [-0.536, 0.318, 0.375, -0.112, -0.201, 0.248, -0.061, 0.183, 0.165, 0.298, 0.322]
}


{
  "formula": "C4H10NO",
  "method": "ωB97M-V/def2-TZVPD",
  "energy_ha": -287.9875,
  "homo_energy_ev": -14.5,
  "orbital_gap_ev": 9.61,
  "e_above_lowest_kcal_mol": 110.2,
  "charge": 1,
  "spin_multiplicity": 1,
  "e_lumo_ev": -4.88,
  "species": ["C", "C", "C", "C", "N", "O", "H", "H", "H", "H", "H", "H", "H", "H", "H", "H"],
  "xyz": [[0.130, 1.760, 0.940], [0.875, 2.214, -0.040], [0.491, -1.205, 0.698], [-0.317, -1.238, -1.648], [-0.591, -0.812, -0.179], [-0.068, -1.834, 1.742], [-0.813, 2.186, 1.194], [0.567, 1.317, 1.839], [1.830, 1.822, -0.170], [0.351, 2.830, -0.904], [-1.208, -1.159, -2.256], [0.358, -0.483, -2.058], [-0.043, -2.227, -1.636], [-1.332, -1.273, 0.219], [-0.830, 0.158, -0.086], [0.600, -2.055, 2.345]],
  "mulliken_charge": [-1.043, -0.347, -0.173, -0.764, 0.046, -0.310, 0.452, 0.366, 0.335, 0.257, 0.370, 0.333, 0.372, 0.342, 0.323, 0.439]
}


{
  "formula": "C8H18",
  "method": "ωB97M-V/def2-TZVPD",
  "energy_ha": -315.5470,
  "smiles": "CC(C)CC(C)(C)C",
  "homo_energy_ev": -8.6,
  "orbital_gap_ev": 9.54,
  "e_above_lowest_kcal_mol": 41.6,
  "spin_multiplicity": 1,
  "e_lumo_ev": 0.92,
  "species": ["C", "C", "C", "C", "C", "C", "C", "C", "H", "H", "H", "H", "H", "H", "H", "H", "H", "H", "H", "H", "H", "H", "H", "H", "H", "H"],
  "xyz": [[-1.616, 1.292, -1.110], [-0.219, 0.716, -1.170], [0.168, 0.377, -2.951], [-0.039, -0.632, -0.668], [0.355, -0.455, 1.146], [1.835, -0.109, 1.263], [0.096, -1.864, 1.675], [-0.490, 0.546, 1.922], [-2.372, 0.552, -1.384], [-1.708, 2.128, -1.810], [-1.850, 1.707, -0.127], [0.542, 1.433, -0.863], [1.193, 0.733, -3.065], [0.071, -0.645, -3.322], [-0.501, 0.976, -3.571], [0.837, -1.172, -1.026], [-0.939, -1.245, -0.727], [2.050, 0.894, 0.882], [2.172, -0.137, 2.309], [2.460, -0.822, 0.715], [0.369, -1.952, 2.737], [0.673, -2.614, 1.125], [-0.963, -2.132, 1.596], [-1.560, 0.353, 1.800], [-0.278, 0.493, 3.001], [-0.287, 1.578, 1.622]],
  "mulliken_charge": [-1.507, 0.681, -1.220, -1.167, 1.809, -1.689, -1.792, -1.809, 0.295, 0.419, 0.342, 0.233, 0.337, 0.341, 0.383, 0.501, 0.322, 0.346, 0.446, 0.372, 0.438, 0.357, 0.408, 0.365, 0.445, 0.343]
}


{
  "formula": "NO4S",
  "method": "ωB97M-V/def2-TZVPD",
  "energy_ha": -753.8902,
  "homo_energy_ev": -4.1,
  "orbital_gap_ev": 8.14,
  "e_above_lowest_kcal_mol": 9.4,
  "charge": -1,
  "spin_multiplicity": 1,
  "e_lumo_ev": 4.01,
  "species": ["N", "O", "O", "O", "O", "S"],
  "xyz": [[-1.890, 0.050, -0.352], [1.683, 1.150, 0.262], [-0.735, -0.059, -0.807], [1.881, -1.185, -0.363], [-2.054, 0.211, 0.875], [1.115, -0.167, 0.386]],
  "mulliken_charge": [0.311, -0.488, -0.433, -0.526, -0.545, 0.681]
}


{
  "formula": "C10H15N2O4Ti",
  "method": "ωB97M-V/def2-TZVPD",
  "energy_ha": -1648.7061,
  "homo_energy_ev": [-19.9, -19.5],
  "orbital_gap_ev": [7.10, 5.62],
  "charge": 3,
  "spin_multiplicity": 1,
  "e_lumo_ev": [-12.84, -13.93],
  "species": ["Ti", "O", "N", "N", "O", "C", "C", "C", "C", "C", "C", "H", "H", "H", "H", "H", "C", "O", "C", "C", "O", "C", "H", "H", "H", "H", "H", "H", "H", "H", "H", "H"],
  "xyz": [[0.171, 0.006, -0.071], [-0.336, 1.595, -0.507], [0.494, 2.327, -1.262], [1.558, 1.660, -1.531], [1.629, 0.393, -0.979], [2.607, 2.147, -2.273], [3.821, 1.412, -2.335], [4.873, 1.942, -3.025], [4.737, 3.186, -3.673], [3.524, 3.902, -3.622], [2.457, 3.400, -2.936], [3.909, 0.456, -1.837], [5.815, 1.413, -3.077], [5.573, 3.594, -4.228], [3.436, 4.849, -4.138], [1.513, 3.926, -2.899], [1.438, -0.482, 2.408], [0.138, -0.198, 1.766], [-0.951, -1.178, 1.961], [-0.997, -2.140, 0.762], [-0.984, -1.372, -0.501], [-2.299, -1.099, -1.136], [1.278, -0.943, 3.381], [1.935, 0.472, 2.562], [2.044, -1.149, 1.786], [-1.871, -0.602, 2.071], [-0.789, -1.735, 2.883], [-1.892, -2.759, 0.813], [-0.133, -2.808, 0.728], [-2.919, -1.992, -1.094], [-2.105, -0.863, -2.179], [-2.801, -0.272, -0.633]],
  "mulliken_charge": [1.849, -0.385, -0.461, 0.879, -0.710, 0.896, -0.212, -0.670, -0.323, -0.645, -0.297, 0.423, 0.436, 0.453, 0.451, 0.499, -0.708, -0.309, -0.400, -0.420, -0.309, -0.722, 0.339, 0.334, 0.407, 0.297, 0.455, 0.461, 0.296, 0.339, 0.344, 0.413]
}


{
  "formula": "C5H8N",
  "method": "ωB97M-V/def2-TZVPD",
  "energy_ha": -249.5971,
  "homo_energy_ev": [-12.0, -15.6],
  "orbital_gap_ev": [6.44, 9.43],
  "e_above_lowest_kcal_mol": 62.1,
  "charge": 1,
  "spin_multiplicity": 3,
  "e_lumo_ev": [-5.58, -6.15],
  "species": ["C", "C", "C", "C", "C", "N", "H", "H", "H", "H", "H", "H", "H", "H"],
  "xyz": [[-0.632, -0.953, -1.675], [-0.997, -1.144, 0.889], [0.841, -0.463, 0.446], [-0.321, -0.875, -0.386], [0.579, 2.145, -0.121], [0.090, -0.782, 1.562], [-1.600, -1.308, -1.991], [0.071, -0.668, -2.440], [-1.965, -1.440, 1.240], [1.906, -0.470, 0.342], [0.173, 2.421, 0.833], [-0.080, 2.020, -0.955], [1.629, 2.282, -0.295], [0.308, -0.764, 2.552]],
  "mulliken_charge": [-0.657, -0.276, -0.530, 0.709, -1.027, -0.018, 0.269, 0.292, 0.460, 0.452, 0.354, 0.365, 0.380, 0.227]
}


The records above yield strongest force on any atom values of 0.664, 5.651, 4.820, 5.521, 2.131, 2.331, 1.826 eV/Å, respectively.